119
Properties=species:S:1:pos:R:3:forces:R:3 method="wB97M-V/def2-TZVPD" charge=-1 fmax_ev_per_a=0.8
C 3.8576 3.7848 -3.0675 -0.18 0.11 -0.39
N 2.4216 3.6088 -2.8764 -0.13 0.12 0.30
C 2.0627 2.5743 -1.8850 0.38 -0.17 -0.11
P 1.1198 0.9697 -2.4420 0.12 0.26 -0.05
C -0.6844 1.7109 -2.3337 -0.23 0.15 -0.19
C -0.9467 3.2118 -2.1353 -0.61 0.14 0.00
C -1.0109 3.5564 -0.6616 -0.02 -0.33 0.07
I -1.1826 5.6583 -0.2669 0.07 0.14 -0.02
C 2.8331 0.0739 -2.7667 0.09 -0.43 -0.14
C 3.5118 -0.7632 -1.6888 0.58 -0.09 -0.14
C 4.8743 -1.3372 -2.1505 -0.15 0.06 0.07
C 5.9663 -1.2128 -1.1018 0.28 0.00 -0.02
N 6.2992 0.2025 -0.8686 -0.12 -0.30 0.25
C 6.9358 0.4679 0.3716 -0.10 0.31 0.14
C 8.0096 -0.4957 0.8215 -0.06 -0.07 0.07
O 6.6329 1.4174 1.0538 0.23 -0.06 -0.28
C 1.0440 0.4889 -0.5482 -0.38 0.26 0.05
C 0.4371 -0.8760 -0.2521 -0.26 0.15 0.17
C 0.5710 -1.3289 1.2073 0.02 -0.10 -0.12
O -0.6489 -1.2754 1.9479 0.06 -0.05 0.37
C -1.5425 -2.3154 1.6625 -0.18 -0.04 -0.30
C 1.1364 1.4436 -4.3519 -0.13 -0.47 0.03
C 0.4940 0.3456 -5.1887 0.18 0.07 -0.14
C 0.5628 0.6490 -6.7028 -0.66 0.05 0.16
S 0.9094 -0.7319 -7.7477 0.66 0.14 -0.43
O 0.1841 -0.5945 -8.9875 0.15 0.00 0.18
O 2.3201 -1.0015 -7.7652 -0.58 0.01 0.05
O 0.2503 -1.9550 -6.9725 -0.07 -0.34 0.15
H 4.0675 4.8167 -3.3606 -0.03 0.01 0.00
H 4.2037 3.1569 -3.8958 0.09 -0.15 0.11
H 4.4439 3.5829 -2.1700 0.05 -0.10 0.02
H 2.0313 4.4873 -2.5668 0.01 0.03 -0.02
H 3.0003 2.1666 -1.4888 -0.01 -0.01 0.10
H 1.5996 3.0400 -1.0102 -0.23 0.00 -0.12
H 0.4490 -0.3120 -2.7881 -0.02 -0.01 0.07
H -1.2834 1.1749 -1.5853 0.14 -0.08 0.09
H -1.1655 1.4437 -3.2813 0.11 -0.07 -0.07
H -0.2769 3.8693 -2.6916 0.34 -0.20 0.07
H -1.9460 3.4343 -2.5346 0.05 0.11 -0.03
H -1.8996 3.1401 -0.1992 0.06 0.02 -0.04
H -0.1499 3.2121 -0.0982 0.09 0.23 -0.03
H 2.6642 -0.5971 -3.6210 -0.10 0.01 -0.03
H 3.5802 0.7907 -3.1292 -0.10 0.18 0.07
H 3.7213 -0.1628 -0.8012 -0.18 0.03 0.03
H 2.8916 -1.6148 -1.4035 -0.15 0.13 0.18
H 5.2001 -0.8142 -3.0547 0.04 -0.04 -0.03
H 4.7775 -2.3957 -2.4054 0.01 -0.01 -0.13
H 5.6209 -1.6273 -0.1504 -0.13 0.03 -0.02
H 6.8467 -1.8049 -1.3899 0.02 -0.01 -0.05
H 6.8451 0.5818 -1.6324 -0.22 0.26 -0.10
H 8.6687 0.0090 1.5218 0.00 -0.03 0.07
H 8.5703 -0.8759 -0.0302 0.05 -0.07 0.01
H 7.5346 -1.3416 1.3198 0.08 -0.07 0.03
H 1.9798 0.6684 -0.0130 0.17 -0.29 -0.11
H 0.3463 1.2133 -0.1172 0.12 0.07 0.08
H 0.7828 -1.6509 -0.9387 0.15 0.01 -0.02
H -0.6387 -0.7839 -0.4371 0.00 -0.14 -0.16
H 1.2562 -0.6771 1.7485 0.01 0.04 0.00
H 0.9660 -2.3542 1.2677 -0.01 -0.04 0.03
H -2.0799 -2.1659 0.7181 0.08 0.04 -0.06
H -2.2881 -2.3686 2.4556 0.03 0.07 0.09
H -1.0399 -3.2886 1.5965 0.09 -0.03 0.06
H 0.5936 2.3759 -4.5170 0.16 0.16 0.04
H 2.1626 1.5558 -4.7110 0.01 0.27 0.08
H -0.5608 0.2312 -4.9276 0.02 -0.08 0.04
H 0.9542 -0.6202 -4.9790 0.12 0.03 0.03
H -0.4104 0.9927 -7.0596 0.08 0.13 -0.04
H 1.2971 1.4096 -6.9584 0.18 -0.07 0.01
H -0.6823 -2.0108 -7.2170 -0.04 0.01 -0.05
C -0.9217 -3.9144 4.9516 0.00 0.03 -0.01
S -1.5733 -5.4612 4.3140 0.36 -0.04 0.13
O -2.6942 -5.1178 3.4020 0.00 0.02 0.02
C -2.3316 -6.0132 5.8488 0.16 0.09 0.16
H -0.4489 -3.3883 4.1239 -0.01 0.01 -0.02
H -1.7404 -3.3138 5.3479 -0.02 -0.01 -0.01
H -0.1843 -4.1258 5.7262 0.00 -0.01 -0.02
H -3.0484 -5.2640 6.1854 0.14 -0.04 0.03
H -1.5581 -6.1719 6.6004 0.01 -0.02 -0.03
H -2.8420 -6.9514 5.6427 0.06 -0.04 0.02
C 6.0359 4.6530 1.9648 0.06 0.04 0.10
S 5.4516 5.8260 0.7353 -0.03 -0.10 0.12
O 5.2467 5.0493 -0.5081 0.05 0.13 -0.11
C 7.0153 6.6997 0.5500 0.08 0.03 0.03
H 5.2139 3.9741 2.1797 0.00 -0.02 -0.04
H 6.8736 4.0880 1.5570 -0.06 -0.03 -0.04
H 6.3252 5.1882 2.8703 -0.02 0.01 0.01
H 7.7890 5.9928 0.2498 -0.03 -0.03 -0.01
H 7.2765 7.1832 1.4917 0.00 0.01 0.00
H 6.8792 7.4513 -0.2247 -0.02 0.00 -0.01
C -3.9112 2.8158 3.6120 -0.05 0.07 0.04
S -4.1312 1.8458 2.1140 0.14 -0.34 0.14
O -3.4649 2.5942 1.0213 -0.25 0.10 0.01
C -5.9011 2.0738 1.9691 0.04 0.26 0.01
H -2.8501 2.8142 3.8515 0.01 -0.02 -0.04
H -4.2480 3.8365 3.4305 0.00 0.00 -0.03
H -4.4764 2.3584 4.4246 0.00 0.00 0.00
H -6.1481 3.1358 1.9387 0.07 0.02 0.01
H -6.3841 1.5898 2.8172 -0.04 -0.03 -0.03
H -6.2306 1.5957 1.0531 -0.02 -0.07 -0.01
C -6.9507 -1.9367 1.3279 0.12 -0.03 -0.03
S -8.3809 -1.1269 0.6162 0.08 -0.08 -0.09
O -8.2008 0.3284 0.8715 -0.16 0.05 0.04
C -9.5733 -1.7325 1.8132 -0.02 0.00 0.08
H -6.0810 -1.6366 0.7449 -0.03 0.03 -0.04
H -6.8311 -1.6261 2.3649 -0.05 -0.02 0.01
H -7.0782 -3.0159 1.2759 -0.04 -0.01 0.04
H -9.2667 -1.4297 2.8138 0.03 0.00 0.00
H -9.6287 -2.8187 1.7484 0.02 -0.01 0.01
H -10.5371 -1.2927 1.5652 0.01 0.02 -0.03
C -5.3136 -5.1241 2.4573 -0.22 -0.02 -0.14
S -6.5640 -5.3518 3.7276 0.22 -0.12 -0.16
O -7.3746 -4.1044 3.7731 -0.14 0.16 0.01
C -5.4270 -5.2823 5.1156 -0.11 -0.03 0.06
H -5.8185 -5.0941 1.4944 -0.14 -0.03 -0.01
H -4.7842 -4.1870 2.6285 0.00 -0.12 0.03
H -4.6206 -5.9645 2.4768 -0.02 0.14 0.04
H -4.8961 -4.3307 5.0992 -0.01 -0.03 -0.09
H -4.7283 -6.1161 5.0502 -0.20 0.12 -0.12
H -6.0151 -5.3646 6.0270 -0.08 -0.01 0.02

---

109
Properties=species:S:1:pos:R:3:forces:R:3 method="wB97M-V/def2-TZVPD" charge=+3 fmax_ev_per_a=2.7
Cl -0.0475 1.3488 -0.4460 -0.36 0.10 -0.04
C 1.1850 0.0479 -5.3549 -0.96 -0.88 0.53
C 2.0061 -1.1647 -4.9943 1.04 -0.23 0.36
N 2.2627 -1.4795 -3.4148 0.66 -0.67 -1.97
C 3.2574 -0.3952 -2.9092 -1.61 -0.68 -0.07
C 0.9328 -1.3780 -2.6277 0.78 -0.70 0.55
C -0.1335 -2.4977 -2.8600 1.46 0.77 -0.24
C 2.9370 -2.9555 -3.3750 -1.12 1.59 0.70
C 3.6699 -3.2407 -2.0633 0.33 -0.90 -0.97
O 2.9592 -2.9367 -0.9114 -0.35 1.16 0.41
C 2.3061 -4.0115 -0.2581 0.31 -0.15 -0.39
H 1.2027 0.1587 -6.4391 0.57 0.32 0.05
H 1.4154 0.9612 -4.8063 -0.10 -0.03 -0.27
H 0.1665 -0.3141 -5.2146 -0.43 0.84 0.44
H 2.9740 -1.0907 -5.4901 0.39 -0.10 0.65
H 1.5233 -1.9968 -5.5068 0.02 -0.50 0.76
H 4.1816 -0.4737 -3.4816 -0.25 0.26 0.00
H 3.4310 -0.4543 -1.8347 0.03 -0.71 -0.10
H 2.6840 0.5278 -2.9944 0.50 0.21 -0.51
H 0.5422 -0.3781 -2.8168 -0.10 -0.15 -0.20
H 1.2711 -1.3485 -1.5920 -0.19 -0.15 -0.02
H -0.8772 -2.4134 -2.0676 -0.28 0.43 -0.49
H 0.2243 -3.5215 -2.7513 0.35 0.13 -0.02
H -0.4734 -2.3823 -3.8892 -0.72 -0.16 0.25
H 3.6160 -3.0838 -4.2180 -0.06 0.41 -0.02
H 2.1019 -3.6435 -3.5069 0.07 0.18 -0.04
H 4.6813 -2.8344 -2.0490 -0.17 0.69 0.17
H 3.8862 -4.3065 -2.1355 -0.10 -0.40 0.13
H 1.8183 -3.6473 0.6460 0.22 0.08 -0.10
H 3.0940 -4.7261 -0.0201 -0.45 -0.50 0.19
H 1.5241 -4.4334 -0.8894 0.08 -0.31 -0.08
C 4.4298 -2.5423 1.8586 0.53 2.17 -0.28
C 3.0630 -1.8244 2.0061 0.08 -0.10 -0.79
N 2.9832 -0.4052 2.6510 0.64 -0.83 0.61
C 3.6165 0.6523 1.7208 -0.28 -1.39 -0.78
C 1.4807 -0.0826 2.8681 -0.36 0.23 2.15
C 1.2061 1.1704 3.7879 -0.02 -0.06 -1.77
C 3.8532 -0.3937 3.9552 -0.86 0.03 -0.66
C 3.5506 -1.4763 5.0283 -0.67 1.50 -0.01
O 2.1660 -1.4606 5.2662 -0.79 0.02 -0.50
C 1.7042 -2.2604 6.3435 0.52 -0.53 0.25
H 4.4092 -3.5225 1.3823 -0.55 0.15 0.26
H 5.0328 -2.5859 2.7655 -0.32 -0.23 0.10
H 4.9848 -1.8920 1.1823 0.51 -0.28 -0.14
H 2.4283 -2.5852 2.4605 -0.61 0.96 0.62
H 2.6791 -1.5632 1.0199 -0.07 -0.62 -0.15
H 3.9948 1.5501 2.2097 -0.24 -0.36 0.32
H 2.9212 0.9046 0.9202 -0.51 0.18 0.40
H 4.4049 0.1399 1.1694 0.40 0.15 0.46
H 1.0526 -0.9546 3.3625 0.30 -0.02 -0.10
H 0.9443 0.0575 1.9296 0.69 0.13 -0.41
H 0.1501 1.4386 3.7556 -0.30 -0.66 -0.01
H 1.5720 2.0193 3.2103 0.66 0.35 0.55
H 1.4695 1.1623 4.8455 0.46 -0.30 -0.37
H 3.6919 0.6506 4.2228 0.25 -0.33 0.95
H 4.8851 -0.5115 3.6244 -0.06 0.10 -0.09
H 4.0258 -1.1297 5.9459 0.59 -0.06 0.02
H 3.9478 -2.4590 4.7742 -0.11 -0.14 -0.17
H 0.6164 -2.2871 6.4070 0.08 0.37 -0.41
H 2.0816 -1.8959 7.2989 0.13 0.05 0.06
H 2.0432 -3.2853 6.1922 0.05 -0.18 0.16
C -6.0873 0.6676 -0.1485 -0.27 -1.41 -1.14
C -4.7120 0.6635 0.5166 -1.36 0.27 -0.42
N -4.0551 -0.7586 0.6968 0.40 0.39 -0.13
C -5.0349 -1.6000 1.4894 0.21 0.52 -0.69
C -3.7901 -1.5072 -0.6433 -0.44 0.48 0.16
C -3.1298 -2.8884 -0.5487 0.44 0.36 1.40
C -2.7098 -0.6031 1.4199 -0.90 0.57 0.57
C -2.7306 0.5966 2.3718 -0.14 -0.09 0.19
O -3.7645 0.5018 3.3706 0.85 -0.91 -1.91
C -3.6241 1.4803 4.3653 0.17 -0.53 0.61
H -6.8311 0.0269 0.3253 0.09 0.20 0.36
H -6.0290 0.2740 -1.1633 0.09 -0.01 -0.21
H -6.5546 1.6424 -0.2875 0.47 0.22 0.50
H -4.9195 1.1315 1.4789 0.70 -0.71 0.33
H -4.1168 1.3841 -0.0444 0.76 -0.72 -0.03
H -4.5141 -2.4824 1.8612 -0.25 0.16 0.00
H -5.7684 -1.8396 0.7196 -0.29 -0.42 0.62
H -5.4626 -0.9913 2.2860 0.16 -0.25 -0.01
H -3.1271 -0.8372 -1.1907 -0.13 0.03 -0.16
H -4.7585 -1.5780 -1.1386 0.10 0.13 -0.02
H -2.1403 -2.7413 -0.1159 0.43 -0.06 -0.52
H -3.0751 -3.4015 -1.5089 -0.03 0.34 0.00
H -3.5327 -3.5932 0.1787 -0.77 0.12 -0.24
H -1.8947 -0.5075 0.7026 -0.20 0.50 -0.24
H -2.5028 -1.5235 1.9658 -0.36 0.00 0.13
H -2.8353 1.5554 1.8642 -0.09 -0.04 -0.39
H -1.7042 0.6598 2.7332 0.04 -0.21 0.81
H -2.7008 1.2152 4.8803 0.11 0.63 0.43
H -4.4690 1.3325 5.0379 0.12 0.30 0.01
H -3.6034 2.4902 3.9558 0.02 0.12 0.04
C -1.8396 3.3020 -3.6910 -0.65 -0.24 0.89
C -1.2606 4.3113 -2.6783 -0.47 -0.71 -0.74
C -1.1965 5.7110 -3.2330 1.14 -0.20 0.36
O -0.6303 6.5382 -2.2375 -0.57 1.31 -1.33
C -0.7333 7.9222 -2.7449 -0.36 0.85 2.39
N -2.0847 4.2718 -1.3424 2.14 -0.05 -1.66
H -1.6725 3.4915 -0.8512 -0.30 -1.35 0.38
H -1.7496 5.0514 -0.7947 -0.52 1.07 0.09
H -3.0760 4.2197 -1.5285 -0.26 0.12 0.37
H -1.2688 3.1419 -4.6056 0.13 0.63 0.12
H -2.8656 3.5805 -3.9316 0.00 0.18 -0.38
H -1.9251 2.3038 -3.2616 0.20 -0.04 0.35
H -0.2566 3.9889 -2.4026 -0.08 0.14 0.34
H -2.1144 6.1234 -3.6519 -0.38 -0.22 0.21
H -0.4591 5.6650 -4.0345 -0.17 -0.18 -0.51
H -0.8973 8.1400 -3.8003 0.45 -0.90 -0.13
H 0.0665 8.5288 -2.3201 0.56 -0.50 -0.48
H -1.5698 8.3755 -2.2130 -0.52 -0.17 -0.20

---

Molar mass for every record listed, in sequence, given in g/mol: 946.2; 564.4.
Energy for every record listed, in sequence, given in eV: -136036.6133; -56849.2152.
LUMO level for every record listed, in sequence, given in eV: 1.41; -6.19.